# C5H7NO

C5H7NO in the gas phase (ωB97M-V/def2-TZVPD, the OMol25 dataset).

Atoms and positions in Å:
1 O -0.822 -0.248 -1.120
2 C -1.129 0.615 -0.114
3 N -1.149 0.182 1.134
4 C -0.950 -1.033 1.662
5 C 0.552 -0.654 -1.173
6 C 1.489 0.473 -1.120
7 C 2.242 1.409 -1.039
8 H -1.269 1.666 -0.326
9 H -1.328 0.920 1.807
10 H -0.900 -1.883 0.998
11 H -1.077 -1.141 2.727
12 H 0.778 -1.347 -0.352
13 H 0.653 -1.197 -2.118
14 H 2.910 2.239 -0.966

Cartesian forces, eV/Å:
-0.13 0.08 0.06
0.05 0.06 0.22
-0.02 0.12 -0.16
-0.05 -0.14 -0.01
0.22 -0.17 -0.03
0.28 0.42 0.04
-0.29 -0.37 -0.05
0.00 -0.16 0.05
0.02 -0.07 -0.09
0.02 0.12 0.08
0.00 0.04 -0.16
0.00 0.13 -0.09
0.01 0.10 0.14
-0.11 -0.16 -0.03

The value obtained for the energy above the lowest of the compared OMol25 structures with the same formula, charge and spin is 481.10 kJ/mol. The value obtained for the HOMO energy is -6.66 eV. The energy is -324.5412 Ha. Its charge is 0. The value obtained for the LUMO energy is 0.91 eV. The calculation puts the HOMO-LUMO gap at 7.56 eV.



# C5H7NO

C5H7NO in the gas phase (ωB97M-V/def2-TZVPD, the OMol25 dataset).

Atoms and positions in Å:
1 O 2.936 -1.226 1.141
2 C 2.550 -0.385 0.073
3 C 1.148 0.062 0.166
4 C 0.004 0.429 0.284
5 C -1.369 0.875 0.423
6 C -2.450 0.235 -0.359
7 N -2.399 0.035 1.077
8 H 2.701 -0.771 1.958
9 H 3.201 0.499 0.005
10 H 2.698 -0.973 -0.836
11 H -1.498 1.935 0.620
12 H -2.129 -0.600 -0.979
13 H -3.296 0.806 -0.715
14 H -2.102 -0.918 1.200

Cartesian forces, eV/Å:
-0.03 0.08 0.21
-0.14 0.15 -0.26
-0.44 0.11 0.07
0.36 -0.22 -0.04
-0.02 0.01 0.06
-0.11 -0.20 -0.55
-0.11 0.27 -0.11
0.05 -0.11 0.03
-0.09 -0.12 0.00
-0.04 0.09 0.04
0.10 -0.15 0.22
-0.21 0.16 -0.02
0.12 0.12 -0.13
0.58 -0.18 0.48

The value obtained for the energy above the lowest of the compared OMol25 structures with the same formula, charge and spin is 328.34 kJ/mol. The value obtained for the HOMO energy is -9.37 eV. The energy is -324.5994 Ha. Its charge is 0. The SMILES is OCC#C[C@H]1CN1. The value obtained for the LUMO energy is 0.85 eV. The calculation puts the HOMO-LUMO gap at 10.21 eV.



# C5H7NO

C5H7NO in the gas phase (ωB97M-V/def2-TZVPD, the OMol25 dataset).

Atoms and positions in Å:
1 C -1.194 -1.389 -1.498
2 C -0.084 -0.955 -0.537
3 O 0.772 -1.711 -0.123
4 C 0.010 0.531 -0.236
5 C 1.435 1.015 -0.073
6 C 0.691 1.048 0.984
7 N 0.375 1.412 2.255
8 H -1.006 -2.399 -1.872
9 H -1.266 -0.697 -2.343
10 H -2.156 -1.386 -0.977
11 H -0.812 1.153 -0.631
12 H 2.433 0.928 -0.476
13 H -0.375 0.887 2.677
14 H 1.178 1.563 2.849

Cartesian forces, eV/Å:
0.31 -0.15 0.26
0.14 0.09 0.03
-0.64 0.03 -0.21
-0.51 -0.28 -0.05
0.30 0.26 0.60
-0.09 -0.10 -0.48
0.34 -0.20 -0.02
0.04 0.17 0.13
0.01 -0.02 0.16
0.06 0.09 -0.02
0.51 -0.17 -0.39
-0.39 0.29 -0.20
0.08 0.06 0.04
-0.17 -0.07 0.15

The value obtained for the energy above the lowest of the compared OMol25 structures with the same formula, charge and spin is 251.26 kJ/mol. The value obtained for the HOMO energy is -8.40 eV. The energy is -324.6288 Ha. Its charge is 0. The SMILES is CC(=O)[C@@H]1C=C1N. The value obtained for the LUMO energy is 0.92 eV. The calculation puts the HOMO-LUMO gap at 9.31 eV.



# C5H7NO

C5H7NO in the gas phase (ωB97M-V/def2-TZVPD, the OMol25 dataset).

Atoms and positions in Å:
1 C 1.393 0.225 0.896
2 C 1.066 -1.127 0.346
3 C -2.816 0.016 0.624
4 O -1.548 0.190 0.365
5 C -1.098 0.686 -0.896
6 N 0.079 0.623 -1.290
7 C 1.183 0.054 -0.588
8 H 0.615 0.735 1.455
9 H 2.406 0.432 1.227
10 H 1.849 -1.876 0.285
11 H 0.075 -1.518 0.546
12 H -3.366 0.358 -0.302
13 H -1.920 1.116 -1.475
14 H 2.082 0.085 -1.195

Cartesian forces, eV/Å:
0.04 0.13 0.15
-0.04 -0.21 0.01
0.24 0.17 -0.34
-0.25 -0.11 0.21
0.33 0.05 -0.32
-0.52 -0.01 0.23
0.17 0.00 -0.06
0.13 -0.09 -0.11
-0.16 -0.04 -0.07
-0.10 0.14 0.00
0.19 0.07 -0.04
0.01 -0.02 0.15
0.09 -0.07 0.08
-0.15 0.00 0.11

The value obtained for the energy above the lowest of the compared OMol25 structures with the same formula, charge and spin is 474.56 kJ/mol. The value obtained for the HOMO energy is -9.06 eV. The energy is -324.5437 Ha. Its charge is 0. The value obtained for the LUMO energy is 0.15 eV. The calculation puts the HOMO-LUMO gap at 9.22 eV.



# C5H7NO

3 unconnected molecules or ions with the total composition C5H7NO (ωB97M-V/def2-TZVPD, the OMol25 dataset).

Atoms and positions in Å:
1 O -1.956 -0.119 1.358
2 C -2.067 1.232 1.158
3 C -0.821 1.306 0.380
4 C 0.215 0.935 -0.185
5 C 0.906 -0.224 -0.442
6 C 1.540 -0.969 -1.537
7 N 2.149 -0.744 -0.217
8 H -0.865 -1.001 0.725
9 H -2.947 1.543 0.568
10 H -2.020 1.835 2.082
11 H -0.190 -1.325 0.335
12 H 1.872 -0.377 -2.388
13 H 1.269 -2.002 -1.741
14 H 2.914 -0.089 -0.096

Cartesian forces, eV/Å:
0.15 -0.31 -0.06
0.00 0.28 -0.05
0.57 -0.23 -0.30
-0.58 0.06 0.34
-0.03 -0.02 0.05
-0.16 -0.07 -0.26
-0.05 0.17 0.18
-0.10 0.19 0.05
0.19 -0.04 0.11
0.00 -0.11 -0.20
0.08 -0.01 -0.07
-0.05 -0.09 0.13
0.03 0.20 0.08
-0.06 -0.04 -0.01

The value obtained for the energy above the lowest of the compared OMol25 structures with the same formula, charge and spin is 788.26 kJ/mol. The value obtained for the HOMO energy (spin up / spin down) is -9.10 / -9.10 eV. The energy is -324.4242 Ha. Its charge is 0. The value obtained for the LUMO energy (spin up / spin down) is -0.58 / -0.58 eV. The calculation puts the HOMO-LUMO gap (spin up / spin down) at 8.51 / 8.52 eV.



# C5H7NO

A molecular structure, C5H7NO (ωB97M-V/def2-TZVPD, the OMol25 dataset).

Atoms and positions in Å:
1 O 1.259 2.250 -0.850
2 C 0.497 1.455 -0.396
3 C 1.351 -0.062 0.314
4 C 0.522 -1.237 -0.100
5 C -0.799 -1.116 -0.205
6 C -1.538 0.182 -0.008
7 N -0.752 1.419 0.034
8 H 1.635 -0.105 1.380
9 H 2.280 0.071 -0.240
10 H 1.017 -2.183 -0.313
11 H -1.412 -1.971 -0.486
12 H -2.140 0.143 0.909
13 H -2.260 0.302 -0.826
14 H 0.341 0.852 0.789

Cartesian forces, eV/Å:
-0.36 -0.39 0.20
0.11 0.45 -0.14
0.21 -0.17 -0.02
-0.22 0.02 -0.04
0.17 0.01 0.01
-0.03 -0.11 0.05
0.16 0.10 -0.20
-0.07 0.05 -0.12
-0.16 -0.01 0.06
-0.08 0.12 0.04
0.09 0.11 0.04
0.06 -0.01 -0.13
0.10 -0.03 0.10
0.00 -0.14 0.15

The value obtained for the energy above the lowest of the compared OMol25 structures with the same formula, charge and spin is 447.83 kJ/mol. The value obtained for the HOMO energy is -9.01 eV. The energy is -324.5539 Ha. Its charge is 0. The value obtained for the LUMO energy is 0.77 eV. The calculation puts the HOMO-LUMO gap at 9.78 eV.



# C5H7NO

C5H7NO in the gas phase in a non-equilibrium geometry (ωB97M-V/def2-TZVPD, the OMol25 dataset).

Atoms and positions in Å:
1 C -1.072 -0.897 0.615
2 C -0.570 0.427 0.027
3 C -1.476 0.913 -1.029
4 N -2.193 1.297 -1.853
5 C 0.863 0.362 -0.557
6 C 1.929 -0.081 0.430
7 O 1.935 -1.154 0.984
8 H -2.111 -0.795 0.938
9 H -0.459 -1.167 1.476
10 H -1.010 -1.712 -0.112
11 H -0.601 1.183 0.824
12 H 0.877 -0.354 -1.390
13 H 1.133 1.343 -0.963
14 H 2.756 0.634 0.609

Cartesian forces, eV/Å:
-0.04 -0.09 0.05
0.07 0.03 0.09
-0.67 0.34 -0.68
0.75 -0.41 0.82
0.02 0.00 -0.09
-0.02 -0.27 0.12
-0.05 0.40 -0.21
0.12 0.00 -0.06
-0.09 0.00 -0.11
-0.01 0.15 0.04
0.07 -0.07 -0.16
-0.04 0.07 0.13
-0.03 -0.15 0.05
-0.07 0.00 0.01

The value obtained for the energy above the lowest of the compared OMol25 structures with the same formula, charge and spin is 83.38 kJ/mol. The value obtained for the HOMO energy is -10.40 eV. The energy is -324.6927 Ha. Its charge is 0. The SMILES is C[C@H](C#N)CC=O. The value obtained for the LUMO energy is 0.44 eV. The calculation puts the HOMO-LUMO gap at 10.84 eV.



# C5H7NO

C5H7NO in the gas phase (ωB97M-V/def2-TZVPD, the OMol25 dataset).

Atoms and positions in Å:
1 C 1.545 0.422 0.894
2 C 0.120 0.352 0.430
3 N -1.162 0.320 1.136
4 C -0.786 -0.837 0.348
5 C -0.905 -0.694 -1.175
6 C -0.174 0.647 -1.019
7 O 0.151 1.544 -1.749
8 H 2.136 0.278 -0.021
9 H 1.794 -0.396 1.573
10 H 1.850 1.379 1.319
11 H -1.887 0.898 0.707
12 H -0.674 -1.767 0.895
13 H -1.846 -0.771 -1.720
14 H -0.163 -1.374 -1.619

Cartesian forces, eV/Å:
0.04 0.04 0.14
0.43 0.03 -0.10
-0.03 0.15 -0.05
0.10 -0.38 -0.03
-0.27 -0.01 -0.19
0.12 0.27 -0.34
-0.21 -0.49 0.19
0.06 0.04 0.28
-0.09 0.20 0.11
-0.16 -0.06 0.07
0.26 -0.03 0.06
0.07 0.10 -0.19
-0.08 0.01 0.16
-0.24 0.12 -0.11

The value obtained for the energy above the lowest of the compared OMol25 structures with the same formula, charge and spin is 224.35 kJ/mol. The value obtained for the HOMO energy is -9.35 eV. The energy is -324.6390 Ha. Its charge is 0. The SMILES is C[C@]12N[C@H]1CC2=O. The value obtained for the LUMO energy is 0.93 eV. The calculation puts the HOMO-LUMO gap at 10.28 eV.



# C5H7NO

C5H7NO in the gas phase (ωB97M-V/def2-TZVPD, the OMol25 dataset).

Atoms and positions in Å:
1 C -2.146 0.257 0.206
2 C -0.716 -0.135 -0.009
3 C -0.240 -1.373 -0.253
4 O 1.123 -1.381 -0.415
5 C 1.566 -0.099 -0.288
6 N 2.915 0.098 -0.263
7 C 0.439 0.728 -0.023
8 H -2.298 0.701 1.196
9 H -2.800 -0.617 0.124
10 H -2.472 0.991 -0.539
11 H -0.719 -2.338 -0.328
12 H 1.781 0.262 0.848
13 H 3.093 1.101 -0.333
14 H 0.473 1.806 0.076

Cartesian forces, eV/Å:
-0.04 0.01 0.01
0.04 -0.22 -0.04
-0.21 0.05 -0.02
0.03 0.03 -0.03
-0.07 -0.07 -0.17
-0.08 0.10 0.01
0.00 0.06 -0.02
0.06 -0.06 -0.14
0.11 0.13 0.01
0.07 -0.10 0.10
0.04 0.14 0.03
0.03 0.22 0.23
-0.03 -0.10 0.00
0.05 -0.19 0.03

The value obtained for the energy above the lowest of the compared OMol25 structures with the same formula, charge and spin is 418.05 kJ/mol. The value obtained for the HOMO energy (spin up / spin down) is -7.48 / -7.49 eV. The energy is -324.5652 Ha. Its charge is 0. The value obtained for the LUMO energy (spin up / spin down) is 0.54 / 0.54 eV. The calculation puts the HOMO-LUMO gap (spin up / spin down) at 8.03 / 8.03 eV.



# C5H7NO

C5H7NO in the gas phase in a non-equilibrium geometry (ωB97M-V/def2-TZVPD, the OMol25 dataset).

Atoms and positions in Å:
1 C -0.613 -0.882 0.881
2 C -0.173 -0.955 -0.644
3 N 1.280 -0.782 -1.131
4 C 0.400 0.183 -1.243
5 C 0.382 1.301 -0.087
6 O -1.031 1.474 0.149
7 C -0.304 0.692 1.040
8 H -0.267 -1.402 1.794
9 H -1.627 -1.008 1.106
10 H -0.652 -1.739 -1.086
11 H 2.005 -0.404 -0.295
12 H -0.245 0.320 -2.304
13 H 0.961 2.229 -0.215
14 H -0.117 0.974 2.035

Cartesian forces, eV/Å:
2.57 3.73 -0.45
1.18 -2.29 4.73
5.52 -2.76 3.52
-5.90 6.64 -2.64
-1.22 -0.96 -3.50
-0.20 1.19 0.56
-0.03 -2.92 0.22
1.34 -0.32 -1.09
-2.09 0.03 -0.88
-1.00 -1.51 -2.00
-2.40 -1.99 -2.56
2.47 0.73 2.33
-0.13 -0.63 0.58
-0.10 1.07 1.17

The value obtained for the energy above the lowest of the compared OMol25 structures with the same formula, charge and spin is 502.52 kJ/mol. The value obtained for the HOMO energy is -9.22 eV. The energy is -324.5331 Ha. Its charge is 0. The SMILES is C1[C@@H]2N[C@@H]2[C@H]2O[C@@H]12. The value obtained for the LUMO energy is 1.06 eV. The calculation puts the HOMO-LUMO gap at 10.29 eV.



# C5H7NO

C5H7NO in the gas phase (ωB97M-V/def2-TZVPD, the OMol25 dataset).

Atoms and positions in Å:
1 C -1.646 0.395 0.633
2 C -0.005 -0.243 0.025
3 C 0.110 -1.528 -0.267
4 O 0.952 -1.983 -1.296
5 C 1.983 -1.240 -1.611
6 C -0.100 1.071 0.009
7 N 0.585 1.963 0.785
8 H -1.747 -0.451 1.327
9 H -2.344 0.307 -0.196
10 H -1.842 1.293 1.220
11 H -0.426 -2.334 0.216
12 H 2.403 -1.811 -2.477
13 H 0.622 2.906 0.430
14 H 1.455 1.656 1.202

Cartesian forces, eV/Å:
-0.51 -0.06 0.18
0.12 0.16 -0.12
-0.18 0.06 0.21
0.29 0.34 -0.05
-0.18 -0.40 -0.14
0.19 -0.34 -0.04
0.10 0.09 -0.12
0.09 0.09 -0.10
0.14 0.01 0.12
0.07 -0.12 -0.10
0.04 0.16 -0.07
-0.05 0.16 0.17
-0.01 -0.12 0.07
-0.09 -0.01 0.00

The value obtained for the energy above the lowest of the compared OMol25 structures with the same formula, charge and spin is 762.62 kJ/mol. The value obtained for the HOMO energy is -7.78 eV. The energy is -324.4340 Ha. Its charge is 0. The value obtained for the LUMO energy is 0.66 eV. The calculation puts the HOMO-LUMO gap at 8.44 eV.



# C5H7NO

C5H7NO in the gas phase (ωB97M-V/def2-TZVPD, the OMol25 dataset).

Atoms and positions in Å:
1 C -2.105 0.661 0.767
2 N -0.896 -0.018 0.346
3 C 1.139 -2.558 -0.167
4 C 1.420 -1.280 -0.444
5 C 1.363 0.055 -0.430
6 C 0.101 0.681 -0.001
7 O 0.072 2.047 0.002
8 H -2.390 1.482 0.096
9 H -1.992 1.086 1.774
10 H -2.923 -0.065 0.800
11 H 0.812 -3.154 -1.030
12 H 2.402 -1.906 -0.647
13 H 2.214 0.652 -0.737
14 H 0.908 2.396 -0.332

Cartesian forces, eV/Å:
-0.20 0.07 0.06
0.29 0.22 -0.13
0.09 0.43 -0.17
-0.28 -0.11 0.16
0.04 -0.11 -0.02
-0.16 -0.35 0.05
0.12 0.05 -0.04
0.05 -0.12 0.08
0.00 -0.05 -0.13
0.13 0.14 0.00
0.05 0.07 0.10
0.12 -0.07 -0.07
-0.13 -0.09 0.06
-0.14 -0.06 0.07

The value obtained for the energy above the lowest of the compared OMol25 structures with the same formula, charge and spin is 479.06 kJ/mol. The value obtained for the HOMO energy is -8.23 eV. The energy is -324.5420 Ha. Its charge is 0. The value obtained for the LUMO energy is 0.40 eV. The calculation puts the HOMO-LUMO gap at 8.64 eV.